Record 1
The following is a quantum chemistry calculation of C9H18AsKNO5 as an isolated structure, from OMol25.

Output
charge	-1
relative energy (zero: lowest compared OMol25 entry of this formula, charge and spin)	3.4	kcal/mol
multiplicity	1
orbital gap	7.5	eV
LUMO energy	2.20	eV

The geometry in XYZ format:
```
35
Properties=species:S:1:pos:R:3:mulliken_charge:R:1
K -0.54849 -1.32203 1.52104 0.911
O 1.75007 -2.04867 0.02640 -0.580
C 2.25924 -0.79731 -0.41179 -0.175
C 2.56607 0.16706 0.72250 -1.266
N 1.38602 0.55972 1.47723 0.748
C 0.79394 1.80519 1.01394 -0.636
C -0.72473 2.04010 1.26925 0.206
O -1.02812 3.23039 1.42372 -0.779
O -1.51559 1.04930 1.21625 -0.699
C 1.58353 0.51585 2.91928 -0.667
C 2.06661 -0.86133 3.44859 0.476
O 2.83692 -0.82714 4.41075 -0.745
O 1.61166 -1.90250 2.86478 -0.852
H 1.85703 -2.11270 1.00048 0.431
H 1.52995 -0.36082 -1.10338 0.035
H 3.19883 -0.95780 -0.95644 0.341
H 3.09204 1.03698 0.29928 0.393
H 3.27796 -0.31867 1.39540 0.492
H 0.89505 1.84498 -0.07685 0.371
H 1.32644 2.67906 1.41396 0.246
H 0.62442 0.73994 3.40176 0.380
H 2.29709 1.27308 3.27087 0.293
C -1.59438 1.06078 -2.15962 -1.082
As -1.75713 -0.81660 -1.66442 0.354
C -3.68579 -0.79437 -1.32624 -1.129
C -1.81911 -1.58043 -3.47747 -1.177
H -2.33999 1.34083 -2.90525 0.456
H -0.59791 1.25863 -2.55630 0.340
H -1.73025 1.64914 -1.25161 0.267
H -4.22939 -0.35439 -2.16416 0.337
H -3.86529 -0.19537 -0.43272 0.316
H -4.05560 -1.80546 -1.15304 0.370
H -2.53112 -1.04710 -4.10948 0.334
H -2.10353 -2.63134 -3.42322 0.356
H -0.82646 -1.51701 -3.92349 0.335
```

---

Record 2
The following is a quantum chemistry calculation of C24H17AuF5N4O as an isolated structure, from OMol25.

Output
charge	+1
relative energy (zero: lowest compared OMol25 entry of this formula, charge and spin)	0.0	kcal/mol
multiplicity	1
orbital gap	5.8	eV
LUMO energy	-5.09	eV

The geometry in XYZ format:
```
52
Properties=species:S:1:pos:R:3:mulliken_charge:R:1
Au 0.38232 -0.39970 0.02729 1.622
C -1.30816 1.42877 5.07366 -0.549
C -0.07170 0.87887 4.76821 -0.796
C 0.09903 0.11764 3.62091 -0.044
C -0.97264 -0.09422 2.76349 -0.340
C -2.21298 0.47027 3.06291 -0.054
C -2.38012 1.21718 4.21654 -0.850
N -0.83522 -0.82649 1.55313 -0.241
C -1.73808 -1.76126 1.16740 0.669
C -2.58330 -2.45989 2.06845 -0.430
C -3.44102 -3.40912 1.59420 -0.600
C -3.54131 -3.73603 0.21418 -0.709
C -2.75802 -3.08644 -0.68396 -0.508
C -1.87054 -2.08710 -0.21693 0.422
N -1.04004 -1.37983 -1.02837 0.772
N -0.84051 -1.58980 -2.25888 -1.185
C 0.22507 -0.83714 -2.75808 0.255
C 0.44208 -0.78778 -4.12280 -0.454
C 1.48730 -0.02049 -4.60712 -0.248
C 2.29508 0.68000 -3.72475 -0.831
C 2.05023 0.57659 -2.37045 0.052
N 1.05449 -0.17516 -1.89439 -0.318
H -1.43608 2.01864 5.97105 0.427
H 0.76923 1.03214 5.43156 0.440
H 1.06430 -0.31448 3.40260 0.334
H -3.04336 0.32988 2.38140 0.527
H -3.34796 1.64771 4.43736 0.397
H -2.51845 -2.25758 3.12744 0.525
H -4.05588 -3.94678 2.30485 0.422
H -4.22585 -4.50628 -0.11035 0.424
H -2.79166 -3.30753 -1.74161 0.482
H -0.22061 -1.33956 -4.77294 0.524
H 1.66646 0.03570 -5.67238 0.420
H 3.11384 1.29318 -4.07084 0.453
H 2.66228 1.08135 -1.63776 0.431
C -0.77172 2.92320 1.01750 -0.692
O 0.08664 2.29869 0.05318 -0.404
H -0.85689 3.99288 0.82595 0.356
H -0.41508 2.75503 2.03590 0.282
H -1.75293 2.46693 0.91166 0.218
H 0.97391 2.65326 0.16396 0.276
F 1.70901 -2.55607 1.66144 -0.331
C 2.52018 -1.48763 1.70321 0.929
C 2.15585 -0.31067 1.06765 -1.076
C 3.05374 0.73261 1.15247 0.115
F 2.80566 1.91380 0.53545 -0.461
C 4.24892 0.64272 1.84391 0.120
F 5.08019 1.67727 1.89478 -0.284
C 4.57494 -0.54246 2.47868 0.607
F 5.71451 -0.65083 3.14196 -0.278
C 3.70576 -1.61832 2.40388 0.474
F 4.01583 -2.76176 3.00121 -0.289
```

---

Record 3
The following is a quantum chemistry calculation of C6H10ClF3N3O as an isolated structure in a non-equilibrium geometry, from OMol25.

Output
charge	+1
relative energy (zero: lowest compared OMol25 entry of this formula, charge and spin)	63.3	kcal/mol
multiplicity	1
orbital gap	8.3	eV
LUMO energy	-3.74	eV

The geometry in XYZ format:
```
24
Properties=species:S:1:pos:R:3:mulliken_charge:R:1
C 1.42546 -0.07974 1.19917 0.168
C 0.17185 -0.66716 1.34114 0.368
C 1.57697 0.88287 0.06391 -0.068
C -0.14756 -0.25573 -1.36949 -0.682
C -2.53897 -0.22840 -2.21762 -0.736
C 2.69677 -0.89871 3.18268 -0.700
N -0.80871 -0.54850 0.39290 -0.067
N 1.07379 0.36096 -1.22780 0.112
N -1.29207 0.59219 -1.74647 0.122
O 2.45469 -0.01047 2.00737 -0.407
F -0.19543 -1.40491 2.38054 -0.247
F -1.47986 -1.74472 0.19513 -0.226
F 2.03290 -0.48723 -1.88224 -0.236
Cl 0.66868 2.46320 0.36658 -0.137
H 2.53912 1.11450 -0.19590 0.606
H -0.16106 -1.12256 -2.06917 0.448
H -3.05316 0.34323 -3.06019 0.351
H -2.30705 -1.24350 -2.60079 0.314
H -3.27155 -0.42526 -1.41364 0.309
H 1.81031 -0.96232 3.71527 0.333
H 3.50615 -0.43623 3.84505 0.249
H 3.01585 -1.93291 2.81146 0.297
H -1.41630 0.99892 -0.84242 0.465
H -0.97656 1.14786 -2.51953 0.365
```

---

Record 4
The following is a quantum chemistry calculation of a 2-piece molecular cluster, C8H10IN3 overall in a non-equilibrium geometry, from OMol25.

Output
relative energy (zero: lowest compared OMol25 entry of this formula, charge and spin)	59.4	kcal/mol
multiplicity	1
SMILES	N=C=C/C=C\I.Cn1cccn1
orbital gap	8.7	eV
LUMO energy	0.18	eV

The geometry in XYZ format:
```
22
Properties=species:S:1:pos:R:3:mulliken_charge:R:1
N -2.35798 3.18640 -0.02847 -0.472
C -1.72842 2.38952 -0.65966 0.322
C -1.19110 1.72870 -1.64147 -0.346
C -1.48723 0.42752 -2.19661 -0.147
C -2.19512 -0.56423 -1.65453 -0.710
I -2.64881 -0.31523 0.46791 -0.098
H -2.36105 2.97125 0.96431 0.317
H -0.34957 2.09716 -2.20219 0.349
H -1.11439 0.21276 -3.23782 0.229
H -2.47664 -1.53997 -1.91617 0.533
C 1.90079 0.83699 0.79733 -0.825
N 1.53935 -0.46124 1.07143 0.843
C 1.19561 -1.35785 0.19577 -0.339
C 1.02186 -2.57777 0.84463 -0.850
C 1.48598 -2.33255 2.14609 -0.107
N 1.76299 -1.03526 2.26149 -0.891
H 1.04904 1.55177 0.46555 0.127
H 2.39901 1.34890 1.53274 0.368
H 2.49957 0.75999 -0.04863 0.402
H 0.93300 -0.95194 -0.75880 0.465
H 0.60150 -3.49458 0.54308 0.361
H 1.52164 -2.88034 3.05400 0.470
```

---

- Which of these has the lowest relative energy (zero: lowest compared OMol25 entry of this formula, charge and spin)?
  C24H17AuF5N4O